(1)
Here is a structure of composition C21H20GaN3O7S in a non-equilibrium geometry from OMol25. Energies are from ωB97M-V with the def2-TZVPD basis set.

Values from the calculation:
**Spin multiplicity**: 1
**Kohn-Sham gap**: 7.95 eV
**HOMO**: -8.502 eV

Geometry as XYZ:
```
53
Properties=species:S:1:pos:R:3:mulliken_charge:R:1
Ga 0.1243 0.1706 0.1247 1.42
O 0.0910 -1.0912 -1.5365 -0.41
C -1.1299 -1.7752 -1.7560 -0.61
C -1.4675 -2.4165 -0.4103 -0.92
N -1.4658 -1.4093 0.6557 0.23
C -2.7354 -0.7054 0.7554 -0.79
C -2.6662 0.6784 0.0431 0.62
O -3.6823 1.3111 -0.1024 -0.69
O -1.4908 1.0486 -0.3440 -0.56
C -0.9506 -1.9970 1.8826 -0.69
C 0.6038 -2.0502 1.8069 0.56
O 1.2078 -2.9067 2.4019 -0.70
O 1.1480 -1.1247 1.0873 -0.49
H 0.4203 -0.5564 -2.3069 0.38
H -0.9807 -2.5595 -2.5086 0.51
H -1.9193 -1.0873 -2.0798 0.34
H -0.6717 -3.1348 -0.1958 0.46
H -2.4258 -2.9502 -0.4561 0.40
H -2.9944 -0.5049 1.7990 0.40
H -3.5617 -1.2670 0.3054 0.30
H -1.3326 -3.0062 2.0661 0.35
H -1.2012 -1.3669 2.7384 0.42
O 2.0106 2.9183 -2.5031 -0.66
S 2.0432 1.5459 -2.1018 1.36
O 1.3010 0.6231 -2.9410 -0.86
N 1.4984 1.3516 -0.5575 -0.02
C 1.9796 2.2191 0.3843 0.90
C 3.0835 3.0356 0.2171 -0.88
C 3.4923 3.9098 1.2268 -1.15
C 2.8087 4.0149 2.4097 -0.93
C 1.6761 3.2123 2.6315 0.51
C 0.8732 3.2928 3.7876 -0.60
C -0.2098 2.4626 3.9172 -1.16
C -0.4738 1.5299 2.9095 0.28
N 0.2465 1.4449 1.8142 0.03
C 1.2863 2.2807 1.6312 0.36
C 3.7429 0.9742 -2.0858 0.17
C 4.0967 -0.0322 -1.2079 -0.21
C 5.4048 -0.4889 -1.2020 -0.84
C 6.3304 0.0553 -2.0788 -0.40
C 5.9642 1.0680 -2.9513 -0.67
C 4.6599 1.5367 -2.9548 -0.28
H 3.6282 3.0223 -0.7110 0.29
H 4.3671 4.5184 1.0544 0.42
H 3.1192 4.7053 3.1777 0.42
H 1.1101 4.0161 4.5545 0.45
H -0.8639 2.5161 4.7735 0.41
H -1.3087 0.8477 3.0067 0.30
H 3.3554 -0.4415 -0.5363 0.51
H 5.6975 -1.2726 -0.5204 0.45
H 7.3437 -0.3185 -2.0871 0.39
H 6.6931 1.4848 -3.6310 0.41
H 4.3397 2.3322 -3.6108 0.48
```

(2)
Here is a structure of composition C21H20I2N6OSV in a non-equilibrium geometry from OMol25. Energies are from ωB97M-V with the def2-TZVPD basis set.

Values from the calculation:
**Spin multiplicity**: 4
**Kohn-Sham gap (spin up / spin down)**: 6.42 / 7.09 eV
**⟨S²⟩**: 3.776
**HOMO (spin up / spin down)**: -6.010 / -7.477 eV

Geometry as XYZ:
```
52
Properties=species:S:1:pos:R:3:mulliken_charge:R:1
V 1.2188 0.2451 0.5411 0.93
I -3.3536 -4.0325 5.2439 0.04
C -2.1301 -2.9342 3.9143 -0.40
C -1.1372 -3.6026 3.2171 -0.33
C -0.3226 -2.8787 2.3783 -0.41
I 1.1216 -3.8218 1.1648 0.00
C -0.4326 -1.4822 2.2295 0.36
O 0.3953 -0.7996 1.5397 -0.21
C -1.5565 -0.8634 2.8424 0.44
C -1.8766 0.5511 2.4203 -1.13
N -1.6439 0.6964 0.9856 0.03
C -2.5528 -0.0929 0.1772 -1.00
C -1.9514 -0.6478 -1.0926 0.57
C -2.8190 -1.0843 -2.0943 -0.99
C -2.3009 -1.7059 -3.2143 -0.34
C -0.9271 -1.8840 -3.2921 -0.94
C -0.1397 -1.4093 -2.2540 -0.21
N -0.6350 -0.7997 -1.1813 0.56
C -2.3673 -1.5854 3.6946 -0.58
H -1.0139 -4.6697 3.3128 0.39
H -2.9227 0.7786 2.6912 0.36
H -1.2276 1.2592 2.9458 0.30
H -1.6732 1.6716 0.7057 0.31
H -2.8533 -0.9668 0.7704 0.27
H -3.4742 0.4520 -0.0834 0.45
H -3.8853 -0.9497 -1.9835 0.44
H -2.9514 -2.0494 -4.0067 0.41
H -0.4801 -2.3681 -4.1477 0.45
H 0.9373 -1.5446 -2.2695 0.26
H -3.1994 -1.0939 4.1771 0.42
C 2.9058 1.8281 -3.0108 -1.67
C 2.1963 1.6153 -1.7083 0.79
N 2.2655 0.5003 -1.0094 1.16
N 3.0178 -0.5391 -1.4287 -1.76
C 3.4642 -1.2552 -0.4309 0.45
N 4.1176 -2.4091 -0.6641 -0.37
S 3.2940 -0.7446 1.2217 -0.47
C 1.4726 2.6122 -1.0001 0.48
C 1.1660 3.9145 -1.4311 -1.00
C 0.5125 4.7748 -0.5827 -0.46
C 0.2003 4.3400 0.7123 -0.91
C 0.5273 3.0503 1.0730 -0.25
N 1.1124 2.1804 0.2508 0.23
H 3.8564 1.2954 -2.9897 0.40
H 2.3214 1.4279 -3.8400 0.25
H 3.0850 2.8864 -3.1862 0.45
H 4.3410 -2.6735 -1.6086 0.23
H 4.5213 -2.9030 0.1129 0.23
H 1.4422 4.2338 -2.4236 0.35
H 0.2698 5.7804 -0.8897 0.44
H -0.2668 5.0053 1.4199 0.43
H 0.3321 2.6922 2.0807 0.56
```

(3)
Here is a structure of composition C21H20IrN5O7S2 in a non-equilibrium geometry from OMol25. Energies are from ωB97M-V with the def2-TZVPD basis set.

Values from the calculation:
**Relative energy (zero: lowest compared OMol25 entry of this formula, charge and spin)**: 150.8 kcal per mole
**Total charge**: +1
**Spin multiplicity**: 2
**Kohn-Sham gap (spin up / spin down)**: 4.08 / 3.85 eV
**⟨S²⟩**: 0.822
**HOMO (spin up / spin down)**: -10.934 / -10.915 eV

Geometry as XYZ:
```
56
Properties=species:S:1:pos:R:3:mulliken_charge:R:1
Ir -0.7113 0.6240 0.1982 1.64
O -1.9932 4.4499 1.5956 -0.60
C -1.6384 3.3103 1.6918 0.16
O -0.6834 2.6801 1.2038 -0.74
C -2.5652 2.4077 2.7224 -0.18
C -1.7583 1.2377 3.3004 0.06
C -2.5328 0.6563 4.4973 -0.91
C -3.7269 -0.0031 3.7880 -0.94
C -3.3558 0.2273 2.3091 -0.10
O -1.9281 0.2081 2.3240 -0.30
C -3.6726 1.6936 2.0022 -0.30
C -3.5933 1.9638 0.3740 0.23
O -4.2816 2.8699 0.0013 -0.56
O -2.8459 1.1684 -0.2136 -0.67
H -2.8950 3.1456 3.4498 0.54
H -0.7024 1.4407 3.4721 0.50
H -2.8196 1.4124 5.2219 0.44
H -1.9106 -0.0907 4.9904 0.31
H -4.6793 0.4598 4.0343 0.37
H -3.7894 -1.0664 4.0052 0.36
H -3.7380 -0.4996 1.5977 0.60
H -4.6757 2.0184 2.2617 0.51
N 6.0728 -2.1693 -3.2719 -0.46
C 4.7912 -2.1661 -2.8580 1.20
C 3.7596 -2.3961 -3.7918 -0.84
C 2.4485 -2.4266 -3.3821 -0.28
C 2.1447 -2.2397 -2.0425 -0.41
C 3.1378 -1.9658 -1.1127 -0.08
C 4.4570 -1.9331 -1.5071 -1.03
S 0.4390 -2.3046 -1.5387 1.15
O -0.3724 -2.8599 -2.5710 -0.62
O 0.3420 -2.8353 -0.2119 -0.67
N 0.1323 -0.6683 -1.3707 -0.14
C -0.1928 0.0823 -2.4179 0.81
N -0.1060 -0.2954 -3.6862 -0.32
C -0.6010 0.4999 -4.6092 -0.07
C -1.1379 1.7483 -4.3167 -0.88
C -1.0877 2.1312 -2.9788 -0.09
N -0.6226 1.3178 -2.0610 -0.28
H 6.2825 -2.3608 -4.2362 0.19
H 6.8404 -2.0357 -2.6374 0.19
H 4.0199 -2.5586 -4.8269 0.31
H 1.6396 -2.6202 -4.0647 0.53
H 2.8565 -1.8152 -0.0838 0.40
H 5.2459 -1.7490 -0.7915 0.32
H -0.5520 0.1277 -5.6244 0.46
H -1.5335 2.3957 -5.0793 0.42
H -1.4195 3.1037 -2.6420 0.52
S 2.9829 -0.0228 3.1323 -0.07
C 1.9451 -1.3930 3.0619 -0.30
C 0.9634 -1.1932 2.1484 -0.76
N 1.0265 0.0110 1.5209 0.52
C 2.0320 0.7284 1.9278 -0.47
H 2.1009 -2.2553 3.6802 0.47
H 0.2145 -1.9066 1.8537 0.44
H 2.2480 1.7131 1.5622 0.41
```

(4)
Here is an isolated molecule of C21H20N2O in a non-equilibrium geometry from OMol25. Energies are from ωB97M-V with the def2-TZVPD basis set.

Values from the calculation:
**Relative energy (zero: lowest compared OMol25 entry of this formula, charge and spin)**: 154.1 kcal per mole
**Spin multiplicity**: 1
**Kohn-Sham gap**: 7.19 eV
**HOMO**: -7.621 eV

Geometry as XYZ:
```
44
Properties=species:S:1:pos:R:3:mulliken_charge:R:1
C 4.3513 -1.0977 -0.8553 -1.20
C 2.8651 -1.1304 -0.6342 -0.05
N 2.4076 -0.5943 0.7210 -0.28
C 1.3036 0.1513 1.0067 0.70
C 1.6168 0.9849 2.1099 0.22
C 2.8630 1.2901 2.8337 -1.17
N 3.2517 2.6981 2.6901 0.03
O 4.4339 2.9332 2.3139 -0.35
C 0.5068 1.6940 2.6221 -1.25
C -0.7060 1.6409 1.9852 -1.43
C -0.9563 0.7852 0.8623 1.36
C -2.3188 0.7893 0.3656 0.20
C -2.9739 2.0531 -0.0464 -0.70
C -4.2945 2.1172 -0.3609 -0.47
C -5.1347 1.0172 -0.2883 -0.28
C -4.5845 -0.2306 0.1457 -0.80
C -3.1773 -0.3144 0.3993 -0.31
C 0.0867 -0.0371 0.3359 0.32
C -0.2384 -0.9475 -0.7982 0.15
C -0.2142 -2.3917 -0.8872 -0.43
C -0.5108 -3.0248 -2.1023 -0.61
C -0.8140 -2.2296 -3.2449 -0.51
C -0.7098 -0.8473 -3.1384 -0.83
C -0.4283 -0.2166 -1.9658 -0.35
H 4.5326 -2.0795 -1.3456 0.35
H 4.6579 -0.1721 -1.4853 0.25
H 4.8289 -1.0053 0.0764 0.32
H 2.5919 -2.2359 -0.5826 0.20
H 2.3510 -0.6493 -1.5043 0.23
H 3.1447 -0.6195 1.4046 0.16
H 2.7712 1.0360 3.8878 0.44
H 3.6501 0.6641 2.4820 0.47
H 0.6917 2.3411 3.3731 0.55
H -1.5808 2.1465 2.3478 0.56
H -2.4363 2.9453 0.1096 0.50
H -4.7098 3.0825 -0.6785 0.33
H -6.2013 1.1778 -0.5797 0.32
H -5.0826 -1.2187 0.0570 0.32
H -2.7169 -1.1574 0.7518 0.56
H 0.0001 -3.0900 -0.0965 0.51
H -0.7256 -4.0460 -2.2638 0.45
H -0.9231 -2.8110 -4.1471 0.39
H -0.8360 -0.1763 -3.9302 0.45
H -0.6327 0.7750 -1.9457 0.68
```

(5)
Here is an isolated molecule of C21H20N2OS from OMol25. Energies are from ωB97M-V with the def2-TZVPD basis set.

Values from the calculation:
**Relative energy (zero: lowest compared OMol25 entry of this formula, charge and spin)**: 9.3 kcal per mole
**Spin multiplicity**: 1
**Kohn-Sham gap**: 8.63 eV
**HOMO**: -7.957 eV

Geometry as XYZ:
```
45
Properties=species:S:1:pos:R:3:mulliken_charge:R:1
C 5.0596 1.1252 -4.9778 -0.85
O 4.0712 0.1955 -4.6078 -0.45
C 3.8036 0.0194 -3.2850 0.85
C 4.4166 0.7112 -2.2472 -0.35
C 4.0547 0.4505 -0.9351 -0.94
C 3.0967 -0.5014 -0.6307 0.54
C 2.6578 -0.7574 0.7875 -1.38
N 1.2822 -0.3460 0.9647 -0.17
C 0.2470 -1.2031 1.0274 0.12
S 0.4166 -2.8039 1.4080 -0.44
N -1.0108 -0.7087 0.8514 0.06
C -1.4109 0.5109 0.3041 -0.02
C -0.7013 1.1089 -0.7373 -0.62
C -1.1022 2.3288 -1.2496 -0.76
C -2.2182 2.9679 -0.7376 -0.69
C -2.9494 2.3623 0.2687 -0.48
C -2.5720 1.1323 0.7906 0.57
C -3.3923 0.5060 1.8476 0.35
C -4.0076 -0.7257 1.6368 -0.34
C -4.7811 -1.3003 2.6292 -0.67
C -4.9488 -0.6536 3.8421 -0.44
C -4.3495 0.5764 4.0551 -0.63
C -3.5784 1.1550 3.0633 -0.49
C 2.4873 -1.1930 -1.6753 -0.17
C 2.8311 -0.9374 -2.9833 -0.65
H 5.1108 1.0841 -6.0646 0.24
H 4.7936 2.1412 -4.6675 0.34
H 6.0366 0.8614 -4.5600 0.34
H 5.1727 1.4551 -2.4430 0.38
H 4.5380 0.9985 -0.1385 0.31
H 2.7012 -1.8245 1.0239 0.42
H 3.2872 -0.2078 1.4931 0.39
H 1.0771 0.6230 0.7644 0.38
H -1.7429 -1.2924 1.2347 0.20
H 0.1464 0.6008 -1.1745 0.76
H -0.5417 2.7738 -2.0580 0.44
H -2.5272 3.9241 -1.1310 0.39
H -3.8381 2.8386 0.6564 0.48
H -3.9043 -1.2199 0.6800 0.49
H -5.2550 -2.2547 2.4538 0.38
H -5.5490 -1.1054 4.6175 0.39
H -4.4827 1.0869 4.9976 0.38
H -3.1054 2.1124 3.2294 0.46
H 1.7402 -1.9406 -1.4516 0.42
H 2.3654 -1.4688 -3.7979 0.44
```

(6)
Here is a structure of composition C21H20N3O8Y in a non-equilibrium geometry from OMol25. Energies are from ωB97M-V with the def2-TZVPD basis set.

Values from the calculation:
**Spin multiplicity**: 1
**Kohn-Sham gap (spin up / spin down)**: 5.08 / 5.08 eV
**HOMO (spin up / spin down)**: -5.072 / -5.071 eV

Geometry as XYZ:
```
53
Properties=species:S:1:pos:R:3:mulliken_charge:R:1
Y 0.0135 -0.5387 0.4255 1.76
C -2.3874 3.8068 -1.3267 -1.27
C -2.0504 2.3470 -1.3290 1.04
O -2.5215 1.7742 -0.1312 -0.20
C -1.4586 1.7481 -2.3575 -1.06
C -0.9699 0.4201 -2.7875 0.93
C -1.1647 0.1197 -4.2452 -1.46
N -0.3098 -0.3790 -2.0284 -0.03
N 0.2519 -1.4609 -2.6825 -0.75
C 0.6907 -2.4108 -1.8891 0.79
O 0.5652 -2.4859 -0.6226 -1.01
C 1.4230 -3.5228 -2.5735 0.44
C 1.6890 -3.4967 -3.9406 -0.25
C 2.3754 -4.5420 -4.5361 -0.62
C 2.8002 -5.6234 -3.7744 -0.36
C 2.5355 -5.6546 -2.4132 -0.63
C 1.8497 -4.6081 -1.8151 -0.47
H -3.4416 3.9429 -1.0818 0.32
H -2.1836 4.2659 -2.2904 0.44
H -1.7969 4.3254 -0.5660 0.26
H -1.3228 2.4571 -3.1700 0.27
H -1.8632 0.8181 -4.7013 0.45
H -1.5258 -0.8999 -4.3665 0.39
H -0.2053 0.1717 -4.7652 0.29
H 1.3517 -2.6516 -4.5235 0.41
H 2.5793 -4.5152 -5.5989 0.38
H 3.3352 -6.4397 -4.2429 0.38
H 2.8612 -6.4962 -1.8155 0.39
H 1.6331 -4.6201 -0.7557 0.44
O 3.6060 -1.2017 3.0223 -0.45
C 2.4057 -0.9983 2.4969 0.62
O 2.2941 -0.4682 1.3841 -0.75
C 1.2379 -1.4182 3.2883 0.32
C 1.3118 -1.9010 4.5547 -0.76
C 0.0483 -2.2241 5.1921 -0.57
C -1.1190 -2.0333 4.5415 -1.18
C -1.1520 -1.5121 3.1924 0.52
N 0.1013 -1.2244 2.5907 -0.05
C -2.2143 -1.2338 2.3999 0.76
O -3.5392 -1.3595 2.7405 -0.58
O -2.0288 -0.7663 1.1714 -0.88
H 4.2596 -0.8764 2.3879 0.36
H 2.2554 -2.0344 5.0598 0.49
H 0.0485 -2.6201 6.1989 0.41
H -2.0477 -2.2876 5.0423 0.18
H -3.5985 -1.6100 3.6658 0.25
C -2.4976 3.0929 2.5602 -0.79
O -2.2580 1.7566 2.0763 -0.05
C -1.6733 1.7032 0.8964 0.67
O -0.4603 1.7008 0.7129 -0.66
H -3.0678 2.9706 3.4740 0.26
H -3.0811 3.6602 1.8336 0.27
H -1.5483 3.5865 2.7678 0.33
```